w:
Density functional theory data (ωB97M-V with the def2-TZVPD basis set) for 2 unconnected molecules or ions with the total composition C2H2Cl2S.

The spin multiplicity is 1. The lowest unoccupied orbital energy is -0.0520 hartree.

Geometry (Å):
C -0.7473 0.4189 0.3182
C 0.4885 -0.2616 -0.0750
S -1.5812 1.4235 -0.6296
Cl 1.7244 0.7734 -0.7393
Cl 1.1237 -1.3483 1.1439
H -1.0964 0.2096 1.3264
H 0.0883 -1.2155 -1.3446


x:
Density functional theory data (ωB97M-V with the def2-TZVPD basis set) for 2 unconnected molecules or ions with the total composition C2H2Cl2S.

The spin multiplicity is 1. The lowest unoccupied orbital energy (spin up / spin down) is -0.0779 / -0.0540 hartree.

Geometry (Å):
C -0.7532 -0.4776 0.1896
C 0.3874 0.2026 -0.3220
S -2.1401 0.2555 0.6328
Cl 1.4994 -0.7150 -1.2765
Cl 0.2382 1.8462 -0.8095
H -0.6675 -1.5573 0.2632
H 1.4359 0.4456 1.3224


The structure with the greatest stability is w.


w:
Density functional theory data (ωB97M-V with the def2-TZVPD basis set) for a molecular structure, C5H13N.

The spin multiplicity is 1. The lowest unoccupied orbital energy (spin up / spin down) is 0.0144 / 0.0145 hartree.

Geometry (Å):
C -1.1303 1.5363 0.5785
C -1.4629 1.0092 -0.6914
C 0.1648 -2.4605 -0.2497
H -1.5334 1.0871 1.4742
H -0.7407 2.5382 0.6812
H -0.5158 0.2859 -0.9727
H -1.4716 1.7118 -1.5231
H -2.2954 0.3084 -0.7244
H 0.8220 -3.1684 0.2606
H -0.5727 -3.0504 -0.8003
H -0.3585 -1.8535 0.5008
C 1.0910 0.8749 1.2149
C 0.8771 -0.4230 -1.1419
N 0.9484 -1.6818 -1.1971
H 1.6163 1.7695 0.8881
H 1.8104 0.0668 1.3693
H 0.5875 1.0543 2.1584
H 0.7003 0.2341 0.0358
H 1.4634 0.1613 -1.8612


x:
Density functional theory data (ωB97M-V with the def2-TZVPD basis set) for 2 unconnected molecules or ions with the total composition C5H13N.

Its SMILES is C=CC.CCN. The spin multiplicity is 1. The lowest unoccupied orbital energy is 0.0408 hartree.

Geometry (Å):
C 3.7473 -0.8664 -1.5368
C 2.4369 -0.4099 -0.9234
C 2.3095 -0.3539 0.3919
H 3.7003 -1.4294 -2.4662
H 4.1819 -1.5580 -0.8668
H 4.4201 -0.0072 -1.5441
H 1.5607 -0.2175 -1.5278
H 1.3741 -0.4258 0.9432
H 3.1262 -0.3139 1.1144
C -3.2449 0.2196 -0.3035
C -2.4286 1.1319 0.6618
N -2.2002 0.4465 1.9160
H -2.6041 -0.1010 -1.1197
H -4.0380 0.7742 -0.8089
H -3.6668 -0.5775 0.2963
H -2.9839 2.0574 0.7845
H -1.4412 1.3823 0.2704
H -1.7711 -0.4588 1.8791
H -2.4783 0.7073 2.8397


y:
Density functional theory data (ωB97M-V with the def2-TZVPD basis set) for a molecular structure, C5H13N.

The spin multiplicity is 1. The lowest unoccupied orbital energy is 0.0372 hartree.

Geometry (Å):
C -0.2330 -0.4263 2.4033
N 0.5093 0.3379 0.8671
C 1.6290 -0.7293 -1.5615
C 0.3722 0.1274 -1.5039
C -0.4424 -0.0217 -0.1999
C -1.7061 0.8488 -0.1655
H 0.6889 -0.5049 1.5667
H 0.1770 0.1676 3.2137
H -0.0855 -1.4450 2.7220
H -1.2544 -0.1437 2.1992
H 2.0303 -0.8160 -0.5331
H 1.4987 -1.6707 -2.0996
H 2.4560 -0.2544 -2.1143
H -0.1862 -0.0337 -2.4377
H 0.5673 1.2033 -1.4808
H -0.6739 -1.1062 -0.2498
H -2.6594 0.3556 -0.0039
H -1.6915 1.4798 -1.0558
H -1.5739 1.4360 0.7435


z:
Density functional theory data (ωB97M-V with the def2-TZVPD basis set) for C5H13N in the gas phase.

Its SMILES is CCCCCN. The spin multiplicity is 1. The lowest unoccupied orbital energy is 0.0430 hartree.

Geometry (Å):
C -1.4285 -2.1090 0.6514
C -0.1368 -1.8161 -0.1306
C 0.4608 -0.4139 0.2051
C -0.3597 0.7656 -0.2974
C 0.3273 2.1686 -0.3848
N 1.8221 2.0475 -0.5474
H -1.2926 -2.2555 1.7196
H -2.1328 -1.2721 0.5604
H -1.8516 -2.9869 0.1593
H -0.3529 -1.8945 -1.2098
H 0.6763 -2.5186 0.0117
H 0.6571 -0.3032 1.2743
H 1.3828 -0.4913 -0.3945
H -1.0513 0.5915 -1.1347
H -1.1077 0.8115 0.5038
H -0.0197 2.6272 -1.3043
H 0.1516 2.6011 0.5924
H 2.1451 1.4328 0.1821
H 2.1103 3.0152 -0.4567


The structure with the greatest stability is z.


w:
Density functional theory data (ωB97M-V with the def2-TZVPD basis set) for 2 unconnected molecules or ions with the total composition C5H13N.

Its SMILES is C=CC.CNC. The spin multiplicity is 1. The lowest unoccupied orbital energy is 0.0396 hartree.

Geometry (Å):
C -1.9170 -1.9466 -0.1396
C -1.3176 -2.7657 -1.3058
C -0.7214 -2.2348 -2.4269
H -2.8505 -2.4781 -0.2013
H -1.7740 -0.9210 -0.5052
H -1.7823 -2.1376 0.9014
H -1.5001 -3.8851 -1.1758
H -0.0812 -2.7441 -3.0383
H -1.2395 -1.2243 -2.8013
C 2.4185 2.4212 1.3574
N 1.5771 1.7591 0.3727
C 0.2210 1.6224 0.9769
H 3.4628 2.5892 1.0977
H 2.5390 1.5422 2.1163
H 1.8388 3.2993 1.7820
H 1.4906 2.4766 -0.4240
H -0.1503 0.6601 0.7755
H 0.2434 1.5337 2.0365
H -0.4576 2.4334 0.6020


x:
Density functional theory data (ωB97M-V with the def2-TZVPD basis set) for C5H13N in the gas phase.

Its SMILES is CNC(C)(C)C. The spin multiplicity is 1. The lowest unoccupied orbital energy is 0.0369 hartree.

Geometry (Å):
C -0.0978 -0.3715 0.1665
C 1.2171 -0.9043 -0.3633
C 0.5994 2.0361 -0.4027
C -1.2062 -0.4542 -0.8908
C -0.5247 -1.1261 1.4257
N 0.2267 1.0597 0.5987
H -0.5332 1.4289 1.1623
H 1.0083 -1.9854 -0.5028
H 2.0160 -0.7714 0.3620
H 1.4794 -0.4706 -1.3242
H -0.1700 2.2294 -1.1652
H 0.8237 2.9828 0.0910
H 1.5057 1.7133 -0.9123
H -2.1164 0.0107 -0.5162
H 0.2420 -1.0398 2.1908
H -0.9177 0.0470 -1.8115
H -1.4169 -1.4936 -1.1299
H -0.6832 -2.1792 1.2053
H -1.4521 -0.7119 1.8166


The structure with the greatest stability is x.


w:
Density functional theory data (ωB97M-V with the def2-TZVPD basis set) for C5H13N in the gas phase.

Its SMILES is CC[C@@H](C)NC. The spin multiplicity is 1. The lowest unoccupied orbital energy is 0.0445 hartree.

Geometry (Å):
C 2.1071 -1.1106 -0.8515
N 0.6653 -1.2306 -0.5956
C -1.8473 1.5636 0.1526
C -1.2798 0.2777 -0.4497
C 0.1378 -0.0168 0.0095
C 0.2194 -0.1899 1.5232
H 2.6261 -0.9672 0.0807
H 2.3955 -0.3538 -1.5902
H 2.4321 -2.0620 -1.2735
H 0.2379 -1.2882 -1.5124
H -1.2028 1.9857 0.9105
H -2.8212 1.4240 0.5557
H -1.9828 2.3228 -0.6234
H -1.8874 -0.5644 -0.1005
H -1.2864 0.1949 -1.5390
H 0.6898 0.8685 -0.3479
H 1.2586 -0.3537 1.7907
H -0.1388 0.6164 2.1426
H -0.3231 -1.1165 1.7182


x:
Density functional theory data (ωB97M-V with the def2-TZVPD basis set) for C5H13N in the gas phase.

Its SMILES is CCN(C)CC. The spin multiplicity is 1. The lowest unoccupied orbital energy is 0.0444 hartree.

Geometry (Å):
C 1.7539 0.1772 -1.7933
C 0.5544 0.7748 -1.0462
C 0.9352 -0.4253 0.9618
C -1.3088 0.3148 0.4272
C -2.0838 -0.7608 1.1687
H 1.8668 0.5840 -2.8496
H 1.5621 -0.9775 -1.8273
H 2.6910 0.3995 -1.1860
H 0.7940 1.7341 -0.5774
H -0.1769 1.0161 -1.7974
H 1.1883 0.5059 1.4859
H 0.5028 -1.1087 1.7311
H 1.8203 -0.8908 0.5224
H -1.1919 1.1843 1.1216
H -1.9222 0.7351 -0.3930
H -2.2426 -1.6773 0.6107
H -3.0963 -0.3740 1.3813
H -1.6161 -1.0252 2.1369
N -0.0303 -0.1863 -0.0773


y:
Density functional theory data (ωB97M-V with the def2-TZVPD basis set) for 2 unconnected molecules or ions with the total composition C5H13N.

Its SMILES is C=CN.CCC. The spin multiplicity is 1. The lowest unoccupied orbital energy is 0.0386 hartree.

Geometry (Å):
C 0.0932 -1.3130 1.6699
C -0.7271 -0.0384 1.4927
C -1.9877 -0.1384 0.5846
H 0.6089 -1.6361 0.7695
H 0.8967 -1.1809 2.4075
H -0.4637 -2.1679 2.0667
H -1.0674 0.4583 2.3997
H -0.0179 0.6676 1.0616
H -2.5651 0.7490 0.8626
H -2.5177 -1.0759 0.5189
H -1.6715 0.2177 -0.4063
C 2.0378 -0.1689 -1.4845
C 1.3906 0.9951 -1.3328
N 0.4369 1.4989 -2.2126
H 1.8822 -0.6575 -2.4363
H 2.5634 -0.5421 -0.6210
H 1.3669 1.5866 -0.4247
H 0.2116 0.9753 -3.0413
H -0.4701 1.7707 -1.8743


The structure with the greatest stability is w.


w:
Density functional theory data (ωB97M-V with the def2-TZVPD basis set) for a molecular structure, C5H13N.

The spin multiplicity is 1. The lowest unoccupied orbital energy is 0.0296 hartree.

Geometry (Å):
C 0.8525 0.2444 -2.8100
N 1.4018 -0.3495 -1.5596
C -1.0381 -0.2212 0.1731
C -0.6904 -0.6591 1.4417
C -1.2847 1.1879 0.9137
C 0.5675 -0.3584 2.1627
H -0.0427 0.7645 -2.4648
H 1.5802 0.8329 -3.3642
H 0.4853 -0.5232 -3.4978
H 1.8250 -1.2456 -1.7695
H -1.9259 -0.6366 -0.2987
H 0.5683 -0.4902 -0.9691
H -1.4204 -1.1928 2.0673
H -1.6165 1.3698 1.9478
H -0.5086 1.9174 0.6744
H -2.1913 1.4448 0.3636
H 0.4458 -0.0724 3.2099
H 1.1275 -1.2761 2.3950
H 1.1812 0.3072 1.5576


x:
Density functional theory data (ωB97M-V with the def2-TZVPD basis set) for a molecular structure, C5H13N.

The spin multiplicity is 1. The lowest unoccupied orbital energy is -0.0129 hartree.

Geometry (Å):
C 2.3314 -0.7803 0.1702
C 1.6739 0.3954 -0.6413
C 0.3707 0.9394 -0.1272
C -0.8864 0.7214 -0.8996
N -1.3112 -0.6879 -0.7744
C -1.2891 -0.9001 0.5811
H 2.7305 -1.5234 -0.5180
H 1.5926 -1.2299 0.8289
H 3.2283 -0.4194 0.6788
H 2.4415 1.1813 -0.7083
H 1.5386 0.0161 -1.6594
H -1.7195 1.3065 -0.4975
H 0.3883 1.7882 0.5639
H -3.5790 0.2959 1.4267
H -0.7627 0.9165 -1.9696
H -3.6657 1.0162 1.5664
H -0.2858 -1.0277 -0.2678
H -1.2939 -0.1118 1.3072
H -1.5022 -1.8963 0.9399


y:
Density functional theory data (ωB97M-V with the def2-TZVPD basis set) for C5H13N in the gas phase.

Its SMILES is CC(C)CCN. The spin multiplicity is 1. The lowest unoccupied orbital energy is 0.0432 hartree.

Geometry (Å):
C -0.3532 -1.1544 -1.2782
C -0.6177 -0.6118 0.1146
C 0.1683 0.6819 0.5389
C 0.3545 0.6707 2.0658
C -0.6334 1.8890 0.0293
N 1.0616 -1.4427 -1.5407
H -0.9519 -2.0665 -1.3593
H -0.7084 -0.4836 -2.0679
H -0.5146 -1.4417 0.8223
H -1.6675 -0.3182 0.2106
H 1.1375 0.5373 0.0686
H 0.3560 -0.3539 2.4438
H 1.3659 0.9978 2.3058
H -0.4502 1.1688 2.5921
H -0.1573 2.7593 0.4689
H -0.6978 1.8629 -1.0598
H -1.6688 1.7535 0.3307
H 1.6731 -1.2850 -0.7516
H 1.1570 -2.4153 -1.7980


The structure with the greatest stability is y.


w:
Density functional theory data (ωB97M-V with the def2-TZVPD basis set) for C5H10N2S in the gas phase.

The spin multiplicity is 1. The lowest unoccupied orbital energy is 0.0316 hartree.

Geometry (Å):
C 0.2297 -1.1694 -0.8517
C 0.4637 0.5983 1.1085
C -0.0911 -1.9434 -2.0760
C 1.9080 1.0604 0.9827
C -1.8863 0.7757 0.7962
N 0.6051 -1.3222 0.2980
N -0.5275 1.0073 0.3455
S -0.1916 0.8487 -1.2982
H 0.0908 0.3716 2.0571
H -1.0611 -1.5800 -2.3814
H -0.3240 -2.9179 -1.8269
H 0.6333 -1.8512 -2.8449
H 2.5625 0.4672 1.4664
H 1.8710 2.0135 1.5897
H 2.1672 1.2160 -0.1379
H -2.0542 -0.1595 1.1225
H -1.8602 1.4272 1.6376
H -2.5350 1.1576 0.0127


x:
Density functional theory data (ωB97M-V with the def2-TZVPD basis set) for a molecular structure, C5H10N2S.

The spin multiplicity is 1. The lowest unoccupied orbital energy is 0.0335 hartree.

Geometry (Å):
C -0.8865 2.1252 1.3478
C 0.3472 1.1798 0.9208
C 1.4399 0.0657 -0.2465
C 0.2884 -0.3223 0.6870
C -0.8973 -3.1151 -1.9807
H -0.4213 3.0928 1.5536
H -1.5585 2.4136 0.2228
H -1.7031 1.7641 2.1321
H 0.8389 1.2133 1.9608
H 0.6127 1.8780 -1.0701
H 2.3590 -0.1621 0.3262
H 1.5067 -0.6966 -1.2751
H 0.6132 -0.7895 1.7444
H -0.2352 -3.6362 -2.6681
H -1.9242 -2.8615 -2.2236
N 1.1375 1.3880 -0.1856
N -0.3688 -2.3898 -1.0708
S -1.1487 -1.1474 -0.1751


y:
Density functional theory data (ωB97M-V with the def2-TZVPD basis set) for C5H10N2S in the gas phase.

Its SMILES is CC(C)(C=S)/N=C/N. The spin multiplicity is 1. The lowest unoccupied orbital energy is -0.0100 hartree.

Geometry (Å):
C 0.8879 -1.4680 0.4605
C -0.2515 -0.4296 0.3763
C -0.4029 0.5497 1.5653
C -1.4497 -1.2360 0.2579
C 0.5238 1.1624 -1.1694
H 1.9824 -1.0487 0.9827
H 0.5871 -2.3028 1.2519
H 1.0752 -1.9337 -0.5002
H -1.4487 0.9538 1.4868
H -0.3812 -0.0778 2.4388
H 0.2533 1.5605 1.6615
H -1.9078 -1.1058 -0.8113
H 1.0542 1.8058 -0.4168
H 0.0969 1.3187 -3.2201
H 1.4061 2.3845 -2.4546
N -0.1494 0.0945 -0.9849
N 0.4009 1.9037 -2.3660
S -2.2765 -2.1313 1.4416


z:
Density functional theory data (ωB97M-V with the def2-TZVPD basis set) for 2 unconnected molecules or ions with the total composition C5H10N2S.

The spin multiplicity is 1. The lowest unoccupied orbital energy is 0.0161 hartree.

Geometry (Å):
C -1.9943 -1.0361 -0.0518
C 1.4242 0.4857 -0.5786
C -0.0684 0.6043 1.5795
C -0.6541 -0.9492 -0.5235
C 0.0267 0.3352 0.0313
N -3.0743 -1.0896 0.3778
N 0.2131 -1.9756 -0.3381
S -1.1590 1.6681 -0.6677
H 2.3248 0.1162 0.0294
H 1.6692 1.5113 -0.5499
H 1.6275 0.1200 -1.5291
H 0.6498 0.0205 2.0790
H -1.0717 0.4454 1.8546
H 0.0503 1.7078 1.8945
H -0.8405 -0.3669 -1.9963
H 1.1840 -1.6453 -0.3012
H 0.1193 -2.6505 -0.9938
H -0.4265 2.6985 -0.3160


The structure with the greatest stability is y.